{"formula": "C5H7NO", "method": "ωB97M-V/def2-TZVPD", "elements": ["O", "N", "C", "C", "C", "C", "C", "H", "H", "H", "H", "H", "H", "H"], "xyz": [[0.7714, -1.3969, 0.5293], [-0.4591, 1.8369, -0.3537], [1.9220, -0.7284, 0.3046], [-1.6371, -1.0543, 0.0809], [1.6723, 0.5402, -0.1711], [-0.2534, -0.5713, 0.1502], [0.2448, 0.6423, -0.1246], [-1.7017, -2.0424, -0.3844], [2.7947, -1.2751, 0.6395], [-1.0120, 2.0388, 0.4755], [1.6949, 0.8426, -1.2229], [-2.0522, -1.0844, 1.0886], [-2.2000, -0.3405, -0.5326], [0.2152, 2.5925, -0.4793]], "mulliken_charge": [-0.36, -0.65, -0.17, -1.26, -0.65, 0.16, 0.85, 0.33, 0.40, 0.24, 0.20, 0.29, 0.33, 0.31], "smiles": "Cc1occc1N", "gap_ev": 9.03, "max_force_ev_per_a": 2.7, "e_tot_ha": -324.6263, "e_above_lowest_kj_mol": 257.7}